[1]
# C3H7NO2

An isolated molecule of C3H7NO2 (ωB97M-V with the def2-TZVPD basis set, OMol25).

XYZ file:
```
13
Properties=species:S:1:pos:R:3:forces:R:3
H -2.925618 -1.878708 0.299036 0.2 0.0 -0.1
H 0.402914 0.318262 1.314321 1.1 0.6 0.2
C -0.305377 -0.171490 -0.414485 -0.5 1.0 -0.4
H 2.303477 1.684097 0.555793 -0.3 0.4 -0.1
N 0.426382 0.789111 0.412103 -1.2 -1.4 -0.2
H 2.295190 0.330170 -0.481467 -0.1 0.0 -0.6
H 0.266588 -0.963548 -0.916022 0.5 0.0 0.2
H -0.789894 0.362673 -1.225916 -0.3 0.0 -0.2
C 1.677964 1.190587 -0.191149 0.4 -0.5 1.2
O -1.119513 -1.235811 1.552346 -0.4 0.3 0.1
C -1.321965 -0.918302 0.407121 0.8 -0.7 0.0
H 1.444401 1.872051 -1.001682 0.3 0.0 -0.3
O -2.354548 -1.379091 -0.309999 -0.4 0.2 0.1
```
Forces are in eV/Å.

Output
LUMO = 0.74 eV
HOMO-LUMO gap = 9.83 eV
total charge = 0
structure (SMILES) = CNCC(=O)O

***

[2]
# C4H9NO

An isolated molecule of C4H9NO (ωB97M-V with the def2-TZVPD basis set, OMol25).

XYZ file:
```
15
Properties=species:S:1:pos:R:3:forces:R:3
C 0.342527 -1.290814 -0.809568 0.3 -0.1 -0.3
C -2.171379 0.245636 0.167636 2.3 4.8 3.2
H 1.443654 1.668978 0.699823 0.0 -0.2 -0.1
C 1.527859 0.618560 0.392509 0.2 -0.1 -0.1
O -2.224092 1.458404 -0.003000 -4.8 0.3 -2.2
H -2.890965 -0.273338 0.845009 -0.3 -0.7 -1.6
H 1.696118 0.008364 1.288394 0.0 0.1 -0.1
H -0.648151 -1.581921 -1.183757 0.2 -0.1 0.0
H 2.404254 0.524256 -0.251589 0.0 0.0 0.0
H 1.075844 -1.414707 -1.606219 0.0 -0.1 -0.1
H 0.096998 0.814223 -1.203208 0.0 0.0 0.2
H 0.604796 -1.947085 0.028207 -0.1 0.1 -0.2
H -0.719117 0.834891 1.374045 0.1 0.1 -0.8
C 0.274853 0.150002 -0.335393 0.1 -0.3 0.2
N -0.813201 0.184553 0.597112 2.1 -3.8 1.8
```
Forces are in eV/Å.

Output
LUMO = -0.15 eV
HOMO-LUMO gap = 8.21 eV
total charge = 0
structure (SMILES) = CC(C)NC=O

***

[3]
# C8H10N3O

C8H10N3O as an isolated structure (ωB97M-V with the def2-TZVPD basis set, OMol25).

XYZ file:
```
22
Properties=species:S:1:pos:R:3:forces:R:3
N 3.496318 -0.336065 0.507239 2.2 0.3 -0.4
H -2.544008 1.201079 -1.525982 0.4 -0.8 0.6
C 0.117241 0.171324 -0.894837 -2.3 1.5 -0.2
H 0.424250 2.023074 0.430857 -0.5 -1.6 0.1
C -2.481180 0.273186 -0.893440 -2.0 -0.2 1.4
H 3.357157 -2.188458 1.212612 -1.2 0.1 0.7
H -0.878645 0.847769 2.230481 -1.5 -0.6 0.0
H -1.297611 -0.903911 -2.230132 0.6 0.5 1.0
H -3.245393 0.560351 1.369896 -0.3 0.1 -0.8
C 2.773399 -1.291686 0.963798 0.6 0.0 -0.6
C -2.449494 0.594154 0.623467 3.3 -0.8 1.1
N 1.459299 -1.103058 0.898478 0.3 -2.4 0.6
H 0.373735 0.819454 -1.742064 1.0 -0.8 0.1
C -1.190686 0.603326 1.201566 0.0 2.1 0.0
C -1.220697 -0.581455 -1.143380 0.4 -3.1 -1.9
O 3.030633 1.616333 -0.694071 -0.3 0.9 -0.7
H -1.214533 -1.651909 -0.648683 -0.4 2.3 -0.4
N 1.136143 -0.050525 0.146109 -1.0 2.6 -1.0
H -3.502516 -0.283075 -1.116011 2.4 0.8 0.3
C 2.935246 0.623601 -0.140236 -0.5 -0.3 0.8
H 0.882291 -1.893162 1.049921 -1.2 -0.6 0.1
C 0.039059 0.949659 0.394413 0.0 0.0 -0.9
```
Forces are in eV/Å.

Output
LUMO = -4.53 eV
HOMO-LUMO gap = 8.91 eV
total charge = +1

***

[4]
# C19H38N3O7P2ReSi2

C19H38N3O7P2ReSi2 as an isolated structure (ωB97M-V with the def2-TZVPD basis set, OMol25).

XYZ file:
```
72
Properties=species:S:1:pos:R:3:forces:R:3
C 2.621553 -2.050199 2.929115 -0.2 0.0 -0.3
Re 0.280679 -0.434045 0.450240 -1.7 -0.4 1.2
H -3.380851 2.258279 1.782118 0.0 0.0 0.0
H 0.677060 0.282739 -4.653208 0.0 0.0 0.0
H -5.617894 1.435474 1.273081 0.0 0.0 0.0
H 5.263895 -0.405456 2.686953 -0.2 0.1 0.0
O 4.047130 -1.373087 0.647615 0.0 0.0 0.1
H 2.270361 3.497077 -2.229968 0.0 0.0 0.0
C 2.328140 -1.572316 4.341473 -0.1 0.1 0.0
H 0.497617 3.494474 -0.164723 0.0 0.0 0.0
H -3.126142 -4.075429 -0.968550 0.0 0.0 0.0
C -1.660721 3.837247 2.222880 0.1 -0.3 -0.1
H -0.251946 3.372856 -2.705594 0.0 0.0 0.0
H -5.930153 -0.654061 -0.035175 0.0 0.0 0.0
H -0.159077 -4.112559 2.699525 0.2 0.0 0.0
H -0.899737 2.045797 -3.680114 0.0 0.0 0.0
H 3.220188 -1.155492 4.806493 0.0 0.0 0.0
H -3.990209 -1.921772 -0.819719 0.0 0.0 0.0
H -3.494420 -1.507113 -2.903486 0.0 0.0 -0.1
C 0.215096 1.778213 3.520602 0.0 0.1 -0.3
C -2.038652 -4.015421 -1.024217 0.1 0.3 -0.2
H -2.387241 3.609345 3.004313 0.0 0.0 0.0
H 2.419782 0.378475 -4.335135 0.0 0.0 0.0
C 1.515267 0.963690 -4.501207 0.0 -0.1 0.1
H -2.014208 -0.804985 -3.553314 0.0 0.0 0.0
H 3.488191 -2.026494 0.187252 0.0 0.0 0.1
H 2.581908 3.467166 -3.973087 0.0 0.0 0.0
C 0.905261 3.151826 0.789654 -0.1 -0.2 0.2
H -0.375419 0.932189 3.878080 0.0 0.0 0.0
N -1.404571 -1.131181 -0.446090 0.5 0.2 0.4
H 1.550012 -0.807088 4.314779 0.0 0.0 0.1
P 3.284608 -0.709735 1.855538 0.4 0.1 -0.2
C 1.247637 1.909823 -3.319283 0.0 0.3 -0.4
H -1.070424 4.687702 2.573583 0.1 0.0 0.0
O 1.483033 -2.477016 0.531588 -0.1 0.5 -0.3
C -3.848285 -0.996049 -0.279064 -0.5 0.0 0.0
H 0.200338 2.554832 4.287344 0.0 0.0 0.0
C -2.458739 -1.723904 -3.162935 0.0 -0.2 0.3
P 1.105101 -2.500845 1.997980 0.3 -1.2 0.5
H -2.464548 -2.457773 -3.972375 0.0 0.0 0.0
Si -1.416732 -2.382102 -1.732374 0.0 -0.1 -0.4
N -1.070189 1.017245 0.966721 0.4 -0.5 0.0
H 0.064375 3.319479 -4.447623 0.0 0.0 0.0
H 3.142733 -3.943759 3.079857 0.0 0.0 0.1
H 1.247190 1.450565 3.392218 0.0 0.0 0.0
O 3.567891 -3.105325 2.859251 0.0 0.0 0.0
C 2.442906 2.847332 -3.088062 0.0 -0.1 0.1
C 1.029113 1.111009 -2.120583 -0.1 -0.1 0.3
C -2.542061 -0.541747 -0.014622 0.3 0.2 0.1
H 1.689422 2.419677 0.597770 0.0 0.1 0.0
H 0.256909 -3.188961 -3.355012 -0.1 0.0 0.0
H -2.196323 4.160477 1.328413 0.0 0.0 0.0
H 0.781027 -1.646535 -2.674622 0.0 0.0 0.0
H 1.974828 -2.407211 4.947057 0.0 0.0 0.0
C -4.754557 0.891014 0.914877 0.3 0.3 0.2
C -4.933222 -0.291181 0.175892 0.2 -0.4 -0.3
H -1.696701 -4.840377 -1.652743 0.0 0.0 0.0
H 3.356244 2.277730 -2.916939 0.0 0.0 0.0
O 2.204850 0.249547 1.473782 -0.5 -0.3 0.1
H 0.962191 -3.133860 -1.741853 0.1 0.0 0.0
C -2.356343 0.660510 0.754790 0.2 -0.3 -0.1
O 4.415634 0.063669 2.624802 0.1 -0.1 0.0
C -0.047344 2.713292 -3.549265 0.0 0.0 0.1
Si -0.450110 2.430313 1.884750 0.3 0.3 0.0
O 0.788150 -3.965428 2.541091 -0.2 0.3 0.0
N 0.777443 0.505216 -1.175754 0.8 0.8 -1.5
O -0.054355 -1.560004 2.248933 -0.1 0.4 -0.2
H -1.641298 -4.176553 -0.020047 0.0 0.0 0.0
C -3.497163 1.358107 1.200864 -0.5 0.1 0.1
H 1.363090 4.010155 1.286182 0.0 0.0 0.0
H 1.649326 1.555615 -5.405748 0.0 0.0 0.0
C 0.313455 -2.603096 -2.434966 -0.2 0.1 0.3
```
Forces are in eV/Å.

Output
LUMO (alpha / beta) = -3.92 / -3.24 eV
HOMO-LUMO gap (alpha / beta) = 6.46 / 6.95 eV
spin multiplicity = 2
total charge = +1
<S²> = 1.2269

***

Calculated total energy (Eh)
-323.74406 -287.70416 -549.94602 -2777.88166
ΔE to the lowest compared entry with this formula, charge and spin (kJ/mol)
96.9 336.8 435.3 0.0